The following is a DFT calculation (wB97M-V/def2-TZVPD) of C27H37N4O2SeSiV as an isolated structure.

Structure (XYZ):
```
73
Properties=species:S:1:pos:R:3:mulliken_charge:R:1
V 0.18 -0.92 0.80 0.08
C 5.50 2.43 4.25 -1.60
C 4.53 1.73 3.34 0.32
C 4.66 1.79 1.96 -0.88
C 3.74 1.15 1.11 0.69
C 3.85 1.34 -0.32 -0.75
N 2.87 1.69 -1.08 0.18
C 1.51 2.04 -0.65 0.28
C 0.81 2.97 -1.63 -0.24
C -0.48 3.54 -1.03 -1.15
N -1.33 2.48 -0.49 0.20
C -2.49 2.10 -0.92 -0.07
C -3.16 0.92 -0.48 0.34
C -4.42 0.62 -1.02 -0.83
C -5.04 -0.59 -0.82 0.08
C -6.40 -0.91 -1.38 -1.60
C -4.32 -1.55 -0.10 -0.78
C -3.06 -1.32 0.43 1.04
C -2.36 -2.44 1.05 -0.35
N -1.11 -2.45 1.28 0.20
C -0.46 -3.54 2.02 -0.90
C -0.48 -3.20 3.51 -0.66
C -0.49 -1.70 3.80 -0.97
N 0.50 -0.97 3.00 0.13
C 1.47 -0.44 3.64 0.11
C 2.56 0.32 3.05 0.22
C 3.46 1.01 3.85 -0.93
C 2.72 0.34 1.65 0.99
O 2.02 -0.44 0.87 -1.03
C -2.48 -0.03 0.33 1.09
O -1.35 0.30 0.92 -1.36
H 6.42 2.69 3.72 0.39
H 5.07 3.35 4.65 0.32
H 5.77 1.80 5.09 0.40
H 5.48 2.35 1.52 0.49
H 4.81 1.24 -0.82 0.59
H 3.05 1.75 -2.08 0.35
H 0.96 1.10 -0.58 -0.62
H 1.62 2.49 0.35 0.51
H 1.44 3.82 -1.89 0.46
H 0.59 2.42 -2.55 -0.08
H -0.24 4.21 -0.20 0.36
H -1.04 4.10 -1.77 0.50
H -0.97 1.87 0.25 0.09
H -2.95 2.70 -1.71 0.46
H -4.92 1.37 -1.63 0.40
H -6.87 -0.03 -1.81 0.40
H -6.33 -1.67 -2.16 0.35
H -7.06 -1.30 -0.60 0.38
H -4.76 -2.53 0.02 0.49
H -2.95 -3.33 1.28 0.45
H -0.95 -4.49 1.81 0.50
H 0.56 -3.61 1.65 0.21
H -1.38 -3.62 3.97 0.37
H 0.37 -3.68 4.00 0.36
H -1.47 -1.27 3.56 0.26
H -0.31 -1.54 4.87 0.54
H 1.51 -0.55 4.73 0.38
H 3.34 0.96 4.93 0.47
C 1.34 -0.02 -4.41 -0.94
Si 0.01 -1.22 -3.87 0.29
C 0.38 -2.94 -4.46 -1.04
C -1.68 -0.64 -4.39 -0.93
Se 0.03 -1.28 -1.58 0.12
H 1.50 -0.10 -5.49 0.45
H 2.29 -0.26 -3.93 0.25
H 1.07 1.01 -4.19 0.23
H 0.40 -2.99 -5.55 0.37
H -0.36 -3.65 -4.10 0.31
H 1.36 -3.26 -4.09 0.31
H -1.77 -0.57 -5.47 0.42
H -1.87 0.36 -3.97 0.21
H -2.45 -1.31 -4.02 0.29
```

Properties
Total charge ... +2
Molar mass ... 607.6 g/mol
E_tot ... -137557.074 eV
Relative energy (zero: lowest compared OMol25 entry of this formula, charge and spin) ... 3.7 kcal/mol
2S+1 ... 3
Orbital gap (spin up / spin down) ... 6.84 / 7.11 eV
Maximum force ... 0.639 eV/Å
LUMO level (spin up / spin down) ... -6.064 / -6.068 eV
⟨S²⟩ ... 2.019